1.
The following is a DFT calculation (ωB97M-V/def2-TZVPD) of a 4-piece molecular cluster, C28H50F2NO8 overall.

XYZ file:
```
89
Properties=species:S:1:pos:R:3:forces:R:3
C 6.490 -1.808 -0.683 0.26 -0.04 -0.49
O 6.276 -2.678 -1.809 -0.11 1.02 0.09
C 5.157 -2.215 -2.560 -0.16 -0.50 0.28
C 3.859 -2.333 -1.698 -0.70 -0.64 -0.72
C 2.649 -2.931 -2.528 0.80 0.84 -0.17
C 1.460 -1.939 -2.703 -0.23 -0.73 -0.76
C 0.172 -2.321 -1.918 0.68 0.82 0.80
C -0.534 -1.115 -1.218 -1.19 -1.03 0.18
C -1.478 -1.786 -0.121 0.29 -0.38 -0.46
C -0.746 -2.078 1.220 -1.49 -0.70 -0.80
C -1.535 -3.196 1.932 1.36 -0.59 -1.86
O -2.038 -3.023 2.955 -1.53 0.98 3.42
O -1.696 -4.448 1.317 0.57 0.88 -1.21
C -2.973 -4.626 0.773 1.08 -1.29 -2.83
C -3.013 -5.007 -0.723 1.64 0.17 0.05
O -3.967 -4.541 1.362 -2.06 0.76 2.17
C -2.793 -1.008 0.120 0.15 -0.62 -0.24
N -2.432 0.448 0.056 -0.48 -1.53 -0.12
C -2.130 0.857 -1.360 0.00 -0.15 -1.20
C -1.250 2.110 -1.261 0.02 1.36 1.08
C -1.733 3.021 -0.101 -0.41 -0.37 -0.66
F -1.317 2.887 -2.411 -0.15 -0.78 -0.21
C -1.488 -0.319 -2.171 0.91 -0.38 0.76
C -0.821 0.187 -3.469 -0.29 0.89 -0.36
C -1.941 0.765 -4.357 3.69 1.17 0.52
O -2.984 0.303 -4.425 -4.22 -1.84 -0.16
F -1.660 1.850 -5.093 0.47 -0.19 0.18
H 7.574 -1.653 -0.558 -0.43 -0.31 0.10
H 6.036 -2.251 0.220 0.23 0.33 -0.22
H 6.053 -0.817 -0.905 0.10 -0.33 0.33
H 5.108 -2.859 -3.456 -0.07 0.11 0.50
H 5.322 -1.186 -2.940 -0.06 -0.29 0.34
H 3.553 -1.365 -1.264 0.28 -0.38 -0.07
H 4.051 -3.051 -0.882 0.19 0.49 -0.22
H 2.373 -3.903 -2.092 -0.25 0.39 -0.21
H 3.048 -3.133 -3.537 -0.28 -0.14 0.42
H 1.817 -0.914 -2.490 -0.32 -0.40 0.13
H 1.203 -1.941 -3.780 0.14 0.11 0.46
H 0.476 -3.012 -1.106 -0.18 0.21 -0.37
H -0.574 -2.865 -2.526 0.37 0.26 0.10
H 0.202 -0.483 -0.687 -0.15 -0.05 -0.45
H -1.767 -2.757 -0.563 0.08 0.44 0.17
H 0.316 -2.344 1.101 -0.38 0.06 -0.15
H -0.856 -1.210 1.896 -0.49 -1.03 -1.03
H -3.765 -4.403 -1.248 0.06 -0.33 0.34
H -2.021 -4.816 -1.175 -0.49 -0.12 0.08
H -3.200 -6.082 -0.863 -0.21 0.43 0.26
H -3.550 -1.216 -0.653 0.36 0.21 0.20
H -3.276 -1.247 1.084 0.42 0.27 -0.25
H -3.230 0.958 0.436 0.54 0.43 0.03
H -1.600 0.541 0.662 -0.23 0.69 0.33
H -3.107 1.068 -1.834 0.43 0.33 0.29
H -0.187 1.855 -1.088 -0.39 -0.09 -0.28
H -2.836 2.910 -0.053 0.46 0.38 0.23
H -1.263 2.711 0.841 -0.36 0.56 -0.36
H -1.541 4.074 -0.355 0.20 -0.46 0.18
H -2.261 -1.045 -2.481 0.16 0.45 0.14
H -0.382 -0.630 -4.061 -0.19 0.17 0.40
H -0.032 0.931 -3.288 -0.25 -0.24 -0.10
C 1.614 6.048 -6.124 0.26 0.00 0.22
C 1.296 4.725 -5.476 0.09 0.01 0.06
O 1.981 4.278 -4.582 -0.06 -0.03 0.00
C 0.090 3.976 -5.983 0.27 0.00 0.12
H 2.503 6.473 -5.661 -0.03 -0.03 -0.01
H 1.806 5.905 -7.189 -0.18 0.08 -0.03
H 0.781 6.740 -5.986 -0.04 -0.03 -0.20
H 0.215 3.740 -7.042 -0.14 0.16 -0.04
H -0.811 4.575 -5.838 -0.01 0.01 -0.19
H -0.012 3.052 -5.430 0.13 0.07 0.01
C 0.454 -0.268 3.385 0.20 0.15 -0.30
C -0.185 1.086 3.239 0.33 0.02 0.58
O -0.786 1.399 2.223 -0.13 -0.52 -0.19
C -0.054 2.036 4.390 -0.30 0.18 -0.48
H 0.283 -0.854 2.480 1.07 0.78 1.14
H 1.528 -0.157 3.533 -0.02 0.04 0.27
H 0.013 -0.796 4.232 0.14 0.01 0.12
H 0.999 2.246 4.581 -0.02 -0.15 0.20
H -0.516 1.610 5.281 0.24 0.00 0.12
H -0.559 2.970 4.148 0.02 -0.02 0.04
C 0.007 1.679 9.868 0.24 0.16 -0.16
C -0.708 1.921 8.564 0.09 0.08 -0.01
O -0.166 2.494 7.644 -0.06 -0.11 -0.06
C -2.128 1.422 8.453 0.04 0.10 -0.30
H 1.014 2.088 9.808 -0.05 -0.01 -0.01
H -0.525 2.173 10.682 -0.06 -0.18 0.05
H 0.074 0.607 10.062 -0.15 0.03 0.14
H -2.752 1.904 9.206 0.00 -0.17 0.09
H -2.153 0.339 8.587 -0.08 0.04 0.20
H -2.520 1.663 7.466 0.01 0.02 0.04
```
Positions in Å, forces in eV/Å.

## Properties
- E_LUMO (eV) = -2.52
- E_HOMO (eV) = -11.24
- net charge = +1

---

2.
The following is a DFT calculation (ωB97M-V/def2-TZVPD) of C18H20N2O4S2 in the gas phase.

XYZ file:
```
46
Properties=species:S:1:pos:R:3:forces:R:3
O -3.084 -0.646 -2.111 -0.03 0.00 0.06
C -1.873 -0.733 -2.173 -0.09 0.07 0.22
N -1.030 -0.597 -1.097 0.36 -0.07 -0.25
C -1.352 -0.368 0.235 -0.06 0.11 0.60
C -2.665 -0.246 0.693 -0.17 -0.02 -0.11
C -2.918 -0.032 2.036 0.20 0.00 0.04
C -1.876 0.069 2.947 -0.01 0.00 0.23
C -0.581 -0.045 2.482 0.24 0.04 0.38
S 0.808 0.113 3.596 -0.08 0.36 -0.39
O 0.324 0.128 4.949 -0.23 0.10 -0.17
O 1.813 -0.846 3.245 0.07 0.04 -0.24
N 1.375 1.622 3.106 -0.30 -1.02 0.13
C 2.810 1.818 3.195 0.54 -0.12 0.32
C 3.217 2.194 4.621 0.13 -0.12 -0.25
O 2.512 3.335 5.060 0.09 0.17 -0.04
C 1.119 3.104 5.056 -0.31 -0.02 -0.06
C 0.627 2.739 3.651 -0.21 0.37 0.41
C -0.303 -0.260 1.150 -0.15 -0.08 -0.28
C -1.192 -0.999 -3.441 0.36 -0.17 -0.69
C -1.830 -1.187 -4.644 0.08 0.10 0.68
C -0.927 -1.422 -5.690 0.70 0.04 0.03
C 0.378 -1.415 -5.285 -0.33 0.13 0.26
S 0.546 -1.123 -3.607 -0.53 -0.05 -0.40
C 1.341 -1.691 -6.383 0.28 -0.10 -0.06
C 0.442 -1.545 -7.632 -0.03 -0.01 -0.07
C -1.020 -1.708 -7.154 -0.10 -0.07 -0.12
H -0.039 -0.690 -1.278 -0.22 0.02 0.04
H -3.476 -0.326 -0.011 0.01 0.01 0.01
H -3.939 0.053 2.375 -0.08 0.00 0.03
H -2.046 0.220 4.001 -0.08 0.02 0.12
H 3.282 0.883 2.894 0.19 0.15 -0.04
H 3.084 2.618 2.500 -0.04 -0.08 0.03
H 4.276 2.451 4.673 -0.04 -0.11 -0.01
H 3.008 1.343 5.287 0.09 0.06 0.00
H 0.656 4.030 5.400 -0.05 -0.09 -0.03
H 0.871 2.284 5.743 0.02 0.18 -0.03
H -0.425 2.456 3.677 -0.10 0.23 0.00
H 0.759 3.590 2.974 -0.07 -0.08 0.03
H 0.727 -0.354 0.845 0.14 -0.02 -0.16
H -2.900 -1.147 -4.733 -0.22 0.02 0.06
H 1.741 -2.706 -6.293 0.05 0.03 -0.02
H 2.185 -1.001 -6.396 0.04 -0.05 -0.03
H 0.572 -0.547 -8.051 0.01 -0.01 -0.01
H 0.700 -2.269 -8.401 0.03 0.05 -0.06
H -1.378 -2.728 -7.313 -0.05 0.01 -0.07
H -1.698 -1.030 -7.671 -0.03 -0.05 -0.06
```
Positions in Å, forces in eV/Å.

## Properties
- SMILES string = O=C(Nc1cccc(S(=O)(=O)N2CCOCC2)c1)c1cc2c(s1)CCC2
- energy relative to the best compared isomer or geometry (same formula, charge and spin) (kJ/mol) = 38.5
- E_LUMO (eV) = 0.10
- E_HOMO (eV) = -8.66
- net charge = 0

---

3.
The following is a DFT calculation (ωB97M-V/def2-TZVPD) of a 2-piece molecular cluster, C3H9NS2 overall.

XYZ file:
```
15
Properties=species:S:1:pos:R:3:forces:R:3
C -2.864 1.801 0.684 0.55 -0.47 -2.03
C -3.999 2.179 0.078 0.67 1.06 2.14
N -4.143 2.455 -1.269 0.06 -0.68 -0.99
H -2.117 1.425 -0.025 0.18 0.11 0.26
H -2.483 1.893 1.685 -0.83 -0.03 0.37
H -4.767 2.601 0.720 -0.44 -0.19 -0.23
H -3.328 2.208 -1.823 -0.06 0.04 0.22
H -4.958 2.065 -1.727 -0.13 0.17 0.26
C 5.027 -2.822 0.307 0.36 -0.29 -0.07
S 3.945 -1.544 0.967 -0.18 0.27 -0.65
S 2.308 -1.970 -0.342 0.39 0.30 0.55
H 6.063 -2.715 0.640 -0.33 0.18 0.71
H 4.594 -3.749 0.668 0.38 -0.38 -0.32
H 5.188 -2.815 -0.772 -0.74 0.10 -0.12
H 1.533 -1.013 0.208 0.11 -0.18 -0.10
```
Positions in Å, forces in eV/Å.

## Properties
- SMILES string = C=CN.CSS
- energy relative to the best compared isomer or geometry (same formula, charge and spin) (kJ/mol) = 149.1
- E_LUMO (eV) = 0.31
- E_HOMO (eV) = -8.26
- net charge = 0

---

4.
The following is a DFT calculation (ωB97M-V/def2-TZVPD) of a 2-piece molecular cluster, C5H15N3 overall.

XYZ file:
```
23
Properties=species:S:1:pos:R:3:forces:R:3
N 2.491 -0.025 -0.822 -0.20 -0.43 -0.16
C 1.807 -0.454 -1.817 0.43 0.43 0.18
N 1.545 -1.777 -2.090 -0.18 -0.21 -0.42
N 1.376 0.447 -2.772 -0.08 -0.12 0.06
H 2.819 -0.836 -0.302 0.06 0.22 0.23
H 1.594 -2.409 -1.318 0.07 -0.15 0.23
H 0.841 -2.019 -2.767 0.02 0.11 0.00
H 0.575 0.193 -3.321 -0.14 0.00 -0.02
H 1.343 1.380 -2.397 0.05 0.15 -0.11
C -1.709 0.823 2.447 -0.30 -0.08 -0.39
C -1.337 0.225 1.085 -0.14 -0.56 0.20
C -0.934 1.300 0.088 0.15 0.14 0.46
C -0.264 -0.853 1.293 -0.07 0.33 -0.09
H -1.936 0.030 3.161 0.10 -0.01 0.07
H -0.898 1.435 2.841 -0.01 0.05 0.04
H -2.617 1.423 2.353 0.15 0.18 0.07
H -2.232 -0.276 0.695 0.00 0.00 0.04
H -0.811 0.915 -0.922 0.04 -0.08 -0.03
H 0.009 1.745 0.417 0.04 0.04 -0.19
H -1.688 2.088 0.076 -0.03 0.05 -0.12
H -0.617 -1.583 2.020 0.03 -0.10 0.00
H -0.007 -1.374 0.369 -0.04 0.04 -0.04
H 0.648 -0.396 1.682 0.05 -0.03 -0.02
```
Positions in Å, forces in eV/Å.

## Properties
- SMILES string = N=C(N)N.CC(C)C
- energy relative to the best compared isomer or geometry (same formula, charge and spin) (kJ/mol) = 3.6
- E_LUMO (eV) = 0.76
- E_HOMO (eV) = -8.95
- net charge = 0

---

Number 1: electronic energy -1953.02371 Ha. Number 2: electronic energy -1904.75388 Ha. Number 3: electronic energy -970.77495 Ha. Number 4: electronic energy -363.78573 Ha.